{"formula": "C14H12BrCuN4O2SSe", "method": "ωB97M-V with the def2-TZVPD basis set", "energy_ha": -7924.3638, "e_above_lowest_ev": 0.540, "molar_mass_g_mol": 522.75, "orbital_gap_ev": 6.657, "symbols": ["O", "H", "N", "H", "C", "H", "C", "Se", "H", "S", "H", "H", "N", "C", "O", "N", "H", "C", "C", "H", "H", "Br", "Cu", "H", "C", "C", "H", "N", "C", "C", "H", "C", "C", "C", "C", "C"], "xyz": [[-0.13493, 3.05766, -2.60082], [3.48691, 4.03322, 0.65020], [-3.77480, 0.39852, -1.86970], [-3.37221, 3.44256, -1.04477], [-1.03961, -3.33862, 1.56476], [4.73100, 1.88898, 0.78078], [-0.02180, 2.17609, -1.76513], [-2.92948, -1.67739, 1.35876], [-3.29508, 2.74538, -2.60345], [-3.66433, 1.32535, 0.61619], [-3.73403, -0.51294, -1.45493], [1.74942, -5.23074, 1.82742], [-1.25949, -1.01301, 1.36773], [-3.65998, 1.46720, -1.06388], [-0.95532, 1.35022, -1.43824], [-2.36154, -3.32735, 1.51493], [-0.71334, -5.47238, 1.67097], [-0.41337, -2.04092, 1.49569], [3.07250, 3.13589, 0.20980], [3.76829, -0.15024, -0.22724], [1.30979, 4.11790, -0.52660], [1.35530, -0.74949, -1.72131], [-1.01796, 0.22784, 0.01602], [1.45467, -0.95058, 1.57501], [3.76759, 1.93753, 0.29017], [-0.23197, -4.50410, 1.66414], [2.80419, -2.99950, 1.80150], [-3.59644, 2.66905, -1.64495], [1.72731, -3.06959, 1.72164], [0.99438, -1.93000, 1.59912], [-3.55761, 0.47095, -2.84996], [1.29487, 2.04543, -1.01509], [3.23669, 0.79052, -0.27739], [1.11647, -4.35728, 1.74276], [1.85342, 3.18588, -0.44404], [2.01049, 0.85796, -0.92012]]}